This record from the OMol25 dataset describes 2 unconnected molecules or ions with the total composition C3H12N3S in a non-equilibrium geometry. The level of theory is ωB97M-V/def2-TZVPD.

As for the HOMO-LUMO gap: 7.2503 eV. The maximum force is 4.814 eV/Å. As for the total energy: -18603.26741 eV. The net charge is +1. For the molar mass, the calculation gives 122.22 g mol⁻¹.

Atoms and positions in Å:
C  -0.797323  -0.874265  1.452030
C  -2.190426  1.114161  1.861233
C  1.501469  0.035776  -1.918598
N  1.573071  -1.151516  -1.270960
N  0.809110  0.099563  -3.038707
N  -0.864290  0.558165  1.600547
S  2.242107  1.430618  -1.267525
H  -0.709844  -1.354008  2.407896
H  -1.687287  -1.374867  0.989090
H  0.140271  -1.173679  0.751918
H  -2.826818  1.055540  1.059130
H  -2.681866  0.684950  2.715644
H  -1.950217  2.231809  2.027292
H  1.288359  -1.960549  -1.879849
H  2.115034  -1.441331  -0.520975
H  0.796920  0.997140  -3.298412
H  0.199406  -0.624503  -3.245508
H  -0.038175  0.880763  2.028894
H  3.080500  0.866231  -0.453142

Cartesian forces, eV/Å:
C 1.28 -1.02 -1.80
C 3.35 2.68 2.18
C 0.76 -2.70 2.17
N -1.80 -0.42 -4.23
N 2.29 -1.50 2.96
N -1.32 -1.33 -2.18
S -0.74 1.54 -0.93
H 0.39 -0.64 0.59
H 0.57 0.96 0.09
H -2.05 0.50 1.74
H -1.29 -0.34 -2.23
H -0.21 -0.10 0.69
H -0.97 -1.62 0.03
H 0.32 1.00 1.15
H 1.24 0.25 1.68
H -1.11 3.77 -2.61
H -1.56 -1.04 -0.97
H 0.20 0.90 0.97
H 0.66 -0.87 0.71

These are the natural (NBO) partial charges, in e, on atoms 1 to 8: C -0.3974; C -0.3973; C 0.3615; N -0.7331; N -0.6940; N -0.6698; S 0.2077; H 0.1822